2 unconnected molecules or ions with the total composition C13H20BN2O at a distorted geometry, computed with ωB97M-V/def2-TZVPD.

Its orbital gap is 0.255 Eh. The energy above the lowest of the compared OMol25 structures with the same formula, charge and spin is 54.68 kJ/mol. As for the HOMO energy: -11.3 eV. The calculation puts the LUMO energy at -4.3 eV.

Geometry as ORCA input:
```
! RIJCOSX wB97M-V def2-TZVPD def2/J DEFGRID3
* xyz 1 1
C 0.0069 -3.5837 1.3636
O 0.1223 -2.7701 0.1997
C -0.6319 -3.0955 -0.9626
C -0.2396 -2.0003 -1.9408
C -1.1720 -1.1572 -2.5258
C -0.8172 -0.5388 -3.7423
C 0.4963 -0.6479 -4.2278
C 1.4892 -1.1891 -3.3942
C 1.1228 -1.8012 -2.1996
H 1.0341 -3.8862 1.6460
H -0.4337 -2.9576 2.1622
H -0.5953 -4.5002 1.1880
H -0.3818 -4.0737 -1.4503
H -2.1562 -1.0711 -2.0620
H -1.5807 -0.0432 -4.3397
H 0.7427 -0.3398 -5.2462
H 2.5371 -1.2123 -3.6880
H 1.8444 -2.1703 -1.4645
H -1.7198 -3.1592 -0.8152
B -0.7706 0.5533 1.5218
H -1.7196 0.8162 0.8526
H -0.3406 -0.4888 1.9189
C 0.1037 1.6700 1.8733
N -0.3879 2.6273 2.7231
C -1.4291 2.3702 3.6784
C 0.1632 3.8376 2.4635
C 0.9763 3.6737 1.3732
N 0.9022 2.3635 1.0106
C 1.4995 1.7878 -0.1631
H -1.5349 3.2541 4.3126
H -2.3849 2.1889 3.1710
H -1.1710 1.5052 4.2973
H -0.1020 4.7172 3.0276
H 1.5616 4.3922 0.8290
H 2.3152 2.4360 -0.5017
H 1.8947 0.7930 0.0852
H 0.7562 1.7001 -0.9739
*
```



A molecular structure, C13H20BrF3N2O5P2PtS, computed with ωB97M-V/def2-TZVPD.

Its orbital gap is 0.253 Eh. The energy above the lowest of the compared OMol25 structures with the same formula, charge and spin is 192.65 kJ/mol. As for the HOMO energy: -15.8 eV. The calculation puts the LUMO energy at -8.9 eV.

Geometry as ORCA input:
```
! RIJCOSX wB97M-V def2-TZVPD def2/J DEFGRID3
* xyz 2 1
Pt 0.5375 0.2941 0.2822
C 0.7168 3.5443 1.2027
P 0.0348 1.9855 1.8030
C 0.6157 1.8685 3.4940
C -1.7670 2.1041 1.6131
C -1.9992 2.3932 0.1254
P -1.2205 1.1352 -0.9410
C -2.4389 -0.0949 -1.3962
C -0.6699 1.9007 -2.4564
H 0.1508 4.3642 1.6513
H 0.6979 3.6281 0.1187
H 1.7561 3.6124 1.5181
H 0.4872 2.8591 3.9377
H 1.6800 1.6293 3.4774
H 0.0727 1.1231 4.0654
H -2.1911 2.8830 2.2478
H -2.2044 1.1477 1.9033
H -1.5763 3.3594 -0.1538
H -3.0602 2.4119 -0.1360
H -3.1855 0.4407 -1.9912
H -2.9104 -0.5454 -0.5291
H -1.9808 -0.8657 -2.0161
H -1.5436 2.4210 -2.8643
H -0.3418 1.1431 -3.1651
H 0.1288 2.6200 -2.2864
O 2.5638 -4.3522 -3.4836
C 2.0943 -3.3870 -2.7176
C 1.2589 -3.5758 -1.6154
C 0.8558 -2.4785 -0.9058
N 1.2146 -1.2006 -1.1849
C 2.0090 -1.0350 -2.2732
Br 2.5643 0.6685 -2.8572
C 2.4547 -2.0774 -3.0452
H 2.2906 -5.2329 -3.1912
H 0.9310 -4.5589 -1.3054
H 0.2154 -2.6154 -0.0530
H 3.0879 -1.8944 -3.9008
F -1.8034 -3.7852 3.0463
C -2.0299 -2.9088 2.0944
F -1.9592 -3.4981 0.9037
F -3.2159 -2.3475 2.2452
S -0.7262 -1.5952 2.1823
O 0.5657 -2.1994 2.1005
O -1.0399 -0.7151 3.2601
O -1.0550 -0.9067 0.8128
O 4.3923 0.3283 0.0094
C 3.3201 0.7372 0.1222
N 2.2225 1.2673 0.2518
*
```



A molecular structure, C13H20F2IN2O7S2 at a distorted geometry, computed with ωB97M-V/def2-TZVPD.

Its orbital gap is 0.312 Eh. As for the HOMO energy: -6.5 eV. The calculation puts the LUMO energy at 2.0 eV.

Geometry as ORCA input:
```
! RIJCOSX wB97M-V def2-TZVPD def2/J DEFGRID3
* xyz -1 1
C 4.8723 -0.0815 1.4263
C 3.7566 0.1883 2.1053
C 3.0240 -0.7782 2.9865
C 2.0353 -1.6663 2.2010
C 0.9394 -2.0379 3.2076
O 1.0046 -2.7744 4.1668
O -0.1876 -1.3418 2.8932
C 0.1900 -0.2832 1.9729
C -0.9678 0.4068 1.2856
C -0.4314 1.2992 0.1569
C -1.4112 2.3882 -0.2115
I -0.6530 3.4620 -1.9157
C 1.2273 -0.9540 1.1114
N 0.7181 -1.7633 0.0195
C -0.0733 -2.9408 0.4040
C 1.7216 -2.0469 -0.9533
C 2.4056 -3.4018 -0.9560
O 2.0371 -1.1928 -1.7694
H 5.1671 0.5880 0.6355
H 5.5079 -0.9191 1.6687
H 3.3248 1.1746 1.9973
H 2.5134 -0.2248 3.7697
H 3.7418 -1.4191 3.4902
H 2.5906 -2.5251 1.8483
H 0.6286 0.4814 2.6140
H -1.6495 -0.3253 0.8601
H -1.5150 0.9932 2.0171
H -0.2033 0.6730 -0.6970
H 0.5151 1.7312 0.4793
H -1.5034 3.1184 0.5781
H -2.3601 1.9735 -0.5217
H 1.8738 -0.2293 0.6247
H 0.3625 -3.5406 1.2007
H -0.2133 -3.5527 -0.4793
H -1.0642 -2.6082 0.6848
H 3.3873 -3.2548 -1.3819
H 2.4744 -3.8009 0.0481
H 1.8600 -4.0756 -1.6078
N -4.4427 2.8595 -4.5038
S -5.3028 2.1652 -3.3679
O -6.7093 2.1201 -3.6092
O -4.8661 2.3981 -2.0254
F -4.8397 0.6622 -3.6362
S -4.6659 4.4142 -4.6364
O -4.1249 4.9258 -5.8544
O -4.4549 5.1806 -3.4494
F -6.2398 4.5347 -4.8773
*
```



2 unconnected molecules or ions with the total composition C13H20FN2 at a distorted geometry, computed with ωB97M-V/def2-TZVPD.

Its orbital gap is 0.337 Eh. The energy above the lowest of the compared OMol25 structures with the same formula, charge and spin is 165.91 kJ/mol. As for the HOMO energy: -12.1 eV. The calculation puts the LUMO energy at -2.9 eV.

Geometry as ORCA input:
```
! RIJCOSX wB97M-V def2-TZVPD def2/J DEFGRID3
* xyz 1 1
C 3.4376 -1.7154 -1.5693
C 3.1697 -0.1825 -1.7450
N 3.9228 0.4355 -2.6062
C 2.1122 0.6712 -0.9435
N 0.6829 0.3373 -1.2298
C 0.1251 -0.9922 -0.7651
C -0.7984 -1.5577 -1.9370
C -0.8768 -0.4354 -3.1124
C 0.0804 0.7274 -2.5510
H 3.9923 -1.8781 -0.5976
H 2.5258 -2.3657 -1.6340
H 4.1530 -2.0443 -2.3799
H 3.7023 1.4370 -2.6361
H 2.2598 1.7685 -1.1704
H 2.3572 0.5536 0.1580
H 0.1871 0.9850 -0.5890
H 0.8066 -1.6981 -0.2227
H -0.6458 -0.6869 0.0097
H -1.8824 -1.5858 -1.6138
H -0.4295 -2.5307 -2.3612
H -1.9209 -0.1270 -3.3994
H -0.2944 -0.7977 -4.0018
H -0.6845 1.5290 -2.2942
H 0.8061 1.2139 -3.2517
F -0.8875 1.6875 1.3856
C -1.5618 1.2150 2.4645
C -0.9126 1.1249 3.6829
C -1.6051 0.6454 4.7881
C -2.9337 0.2527 4.6583
C -3.5723 0.3441 3.4267
C -2.8843 0.8336 2.3227
H 0.1246 1.4281 3.7627
H -1.1101 0.5774 5.7492
H -3.4713 -0.1249 5.5201
H -4.6055 0.0346 3.3259
H -3.3685 0.9206 1.3571
*
```